[1]
Computed, not measured: 2 unconnected molecules or ions with the total composition C4H12N2O, with ωB97M-V with the def2-TZVPD basis set.

structure (SMILES)	CCC/N=C\N.O
E_tot	-9367.392	eV
orbital gap	8.12	eV
LUMO	0.624	eV
multiplicity	1

Cartesian coordinates (Å):
C: -1.640 2.361 0.433
C: -1.342 1.032 -0.401
C: -0.139 0.196 0.243
N: 1.494 -2.272 0.821
C: 0.158 -2.101 0.548
N: -0.106 -1.055 -0.225
H: -0.715 2.945 0.533
H: -2.050 2.065 1.449
H: -2.411 2.977 -0.205
H: -1.112 1.226 -1.490
H: -2.223 0.425 -0.446
H: 0.842 0.718 0.247
H: -0.634 0.222 1.200
H: 1.842 -3.293 0.799
H: 2.259 -1.705 0.398
H: -0.599 -2.791 0.939
H: 2.560 0.153 -1.997
H: 1.443 -0.583 -1.511
O: 2.373 -0.521 -1.335

Here are the Mulliken charges for atoms 1 to 8, given in e: number 1, C, carries -0.9583; number 2, C, carries -0.5844; number 3, C, carries -0.3123; number 4, N, carries -0.4811; number 5, C, carries -0.0788; number 6, N, carries -0.6525; number 7, H, carries 0.2818; number 8, H, carries 0.2928

***

[2]
Computed, not measured: a single C4H12N2O molecule, with ωB97M-V with the def2-TZVPD basis set.

structure (SMILES)	NCCCNCO
E_tot	-9368.256	eV
orbital gap	9.76	eV
LUMO	0.944	eV
multiplicity	1

Cartesian coordinates (Å):
C: 1.472 0.216 -0.159
C: 0.828 -0.593 0.969
C: -0.103 0.493 1.776
N: -1.311 1.230 1.151
N: 0.503 0.328 -1.381
C: -0.212 -0.770 -1.932
O: -1.494 -0.943 -1.490
H: 1.792 1.281 0.170
H: 2.368 -0.331 -0.584
H: 0.288 -1.585 0.582
H: 1.512 -0.915 1.750
H: -0.419 -0.073 2.623
H: 0.594 1.283 2.117
H: -2.248 1.173 1.713
H: -1.426 0.662 0.335
H: -0.145 1.092 -1.262
H: -0.186 -0.689 -3.008
H: 0.251 -1.754 -1.776
H: -2.064 -0.103 -1.594

Here are the Mulliken charges for atoms 1 to 8, given in e: number 1, C, carries -0.6324; number 2, C, carries -0.3360; number 3, C, carries -0.6033; number 4, N, carries -0.5995; number 5, N, carries -0.3108; number 6, C, carries -0.6082; number 7, O, carries -0.5263; number 8, H, carries 0.3202

***

[3]
Computed, not measured: 3 unconnected molecules or ions with the total composition C4H12N2O, with ωB97M-V with the def2-TZVPD basis set.

E_tot	-9365.116	eV
orbital gap	8.26	eV
LUMO	0.395	eV
multiplicity	1

Cartesian coordinates (Å):
C: -0.259 3.644 0.297
N: -0.031 0.417 -1.480
C: 0.321 1.320 -0.653
N: -0.300 1.874 0.434
H: -1.288 3.970 0.071
H: 0.372 3.637 -0.621
H: 0.313 4.092 1.145
H: -0.730 -0.701 -1.014
H: 0.373 0.003 -2.561
H: 1.124 1.831 -1.105
H: -0.336 1.331 1.283
C: 0.425 -2.010 0.379
O: -0.916 -1.634 0.026
C: 0.559 -3.411 0.963
H: 0.937 -1.274 1.090
H: 1.069 -1.952 -0.553
H: 1.580 -3.663 1.252
H: -0.019 -4.057 0.319
H: -0.021 -3.428 1.892

Here are the Mulliken charges for atoms 1 to 8, given in e: number 1, C, carries -0.5169; number 2, N, carries -0.5213; number 3, C, carries -0.1527; number 4, N, carries -0.3252; number 5, H, carries 0.2665; number 6, H, carries 0.2433; number 7, H, carries 0.2680; number 8, H, carries 0.4549

***

[4]
Computed, not measured: 2 unconnected molecules or ions with the total composition C4H12N2O, with ωB97M-V with the def2-TZVPD basis set.

structure (SMILES)	CC/C(N)=C/N.O
E_tot	-9367.076	eV
orbital gap	7.01	eV
LUMO	0.569	eV
multiplicity	1

Cartesian coordinates (Å):
C: 0.252 -0.317 1.959
C: 1.512 -0.291 0.929
C: 0.998 -0.076 -0.486
C: 0.564 -1.263 -1.061
N: -0.873 -1.514 -0.964
N: 0.675 1.169 -1.087
H: 0.577 -0.304 2.998
H: -0.185 0.616 1.719
H: -0.347 -1.160 1.730
H: 2.164 0.549 1.215
H: 1.992 -1.255 1.012
H: 1.153 -2.146 -0.999
H: -1.322 -2.211 -1.639
H: -1.338 -0.701 -1.162
H: -0.328 1.234 -1.381
H: 1.044 1.944 -0.536
H: -2.694 1.303 -0.339
H: -1.921 1.204 0.953
O: -2.171 1.877 0.342

Here are the Mulliken charges for atoms 1 to 8, given in e: number 1, C, carries -0.8418; number 2, C, carries -0.7459; number 3, C, carries 0.0801; number 4, C, carries -0.3823; number 5, N, carries -0.4001; number 6, N, carries -0.3681; number 7, H, carries 0.3660; number 8, H, carries 0.0184

***

[5]
Computed, not measured: a gas-phase ion, C4H12N2O (charge +1), with ωB97M-V with the def2-TZVPD basis set.

total charge	+1
expectation value of S²	0.754
E_tot	-9360.160	eV
orbital gap (alpha / beta)	4.39 / 8.25	eV
LUMO (alpha / beta)	-3.709 / -3.805	eV
multiplicity	2

Cartesian coordinates (Å):
O: -1.097 2.579 -0.490
C: -0.251 1.887 0.170
C: -0.647 0.676 0.937
C: 0.005 -0.669 0.272
C: 1.322 -0.353 -0.405
N: 1.739 -1.660 -1.113
N: -2.112 0.642 0.704
H: 0.790 2.262 0.272
H: -0.197 0.764 1.936
H: -0.008 -1.363 1.119
H: -0.691 -1.053 -0.489
H: 1.158 0.353 -1.206
H: 2.087 -0.233 0.358
H: 2.537 -1.569 -1.741
H: 1.764 -2.444 -0.458
H: 0.910 -1.917 -1.663
H: -2.422 -0.236 0.304
H: -2.670 0.912 1.510
H: -2.219 1.423 -0.019

Here are the Mulliken charges for atoms 1 to 8, given in e: number 1, O, carries -0.7314; number 2, C, carries -0.4721; number 3, C, carries -0.0351; number 4, C, carries -1.1537; number 5, C, carries -0.6076; number 6, N, carries -0.2643; number 7, N, carries -0.2656; number 8, H, carries 0.5058

***

[6]
Computed, not measured: a molecular structure, C4H12N2O2, with ωB97M-V with the def2-TZVPD basis set.

E_tot	-11413.518	eV
orbital gap	9.52	eV
LUMO	-0.043	eV
multiplicity	1

Cartesian coordinates (Å):
O: 0.128 -1.919 -0.387
C: -0.945 -1.293 -0.087
C: -1.098 0.148 -0.342
C: -2.350 0.932 -0.951
N: 0.127 0.815 -0.414
C: 0.566 1.183 1.029
N: 1.758 1.958 0.978
H: -1.917 -1.903 -0.231
H: -1.013 -0.561 0.896
H: -2.139 0.855 -2.081
H: -3.176 0.158 -0.790
H: -2.500 1.949 -0.408
H: 0.744 0.009 -0.661
H: 0.524 0.198 1.595
H: -0.200 1.840 1.508
H: 2.440 1.137 0.989
H: 1.773 2.363 0.004
H: 1.623 -2.396 -0.323
H: 3.022 -3.138 -0.023
O: 2.634 -2.335 -0.300

Here are the Mulliken charges for atoms 1 to 8, given in e: number 1, O, carries -0.7320; number 2, C, carries -0.1538; number 3, C, carries 0.0843; number 4, C, carries -0.8705; number 5, N, carries -0.4262; number 6, C, carries -0.3570; number 7, N, carries -0.6409; number 8, H, carries 0.3323

***

[7]
Computed, not measured: 2 unconnected molecules or ions with the total composition C4H12N2O2, with ωB97M-V with the def2-TZVPD basis set.

structure (SMILES)	NCNCCC=O.O
E_tot	-11417.121	eV
orbital gap	9.04	eV
LUMO	0.828	eV
multiplicity	1

Cartesian coordinates (Å):
C: 0.279 -1.134 -0.118
C: -0.739 -1.685 -1.108
C: -1.377 -0.657 -1.990
O: -1.234 0.537 -1.906
N: -0.440 -0.516 1.010
C: 0.366 0.145 2.004
N: 0.095 1.562 2.028
H: 0.930 -0.400 -0.598
H: 0.795 -1.998 0.301
H: -0.247 -2.423 -1.755
H: -1.522 -2.279 -0.619
H: -2.042 -1.080 -2.773
H: -1.253 -0.012 0.693
H: 0.159 -0.208 3.016
H: 1.394 -0.119 1.752
H: 0.473 2.033 2.837
H: 0.312 2.018 1.156
H: 1.867 2.568 -0.986
H: 0.662 1.934 -1.677
O: 1.521 1.715 -1.268

Here are the Mulliken charges for atoms 1 to 8, given in e: number 1, C, carries -0.2251; number 2, C, carries -0.8872; number 3, C, carries 0.0404; number 4, O, carries -0.4751; number 5, N, carries -0.3926; number 6, C, carries -0.4343; number 7, N, carries -0.5515; number 8, H, carries 0.2349

***

[8]
Computed, not measured: a single C4H12N2O2 molecule, with ωB97M-V with the def2-TZVPD basis set.

structure (SMILES)	C[C@@H](O)[C@@](C)(N)ON
E_tot	-11416.074	eV
orbital gap	10.66	eV
LUMO	0.861	eV
multiplicity	1

Cartesian coordinates (Å):
C: -0.193 0.676 1.878
N: 1.280 -1.907 0.373
O: 0.175 -1.508 -0.510
H: 0.791 -2.540 1.010
H: 1.812 -2.514 -0.254
H: -0.931 0.935 2.645
H: 0.497 1.526 1.824
H: 0.352 -0.205 2.222
C: -0.572 0.200 -1.987
C: 0.061 -0.060 -0.613
N: 1.394 0.569 -0.611
C: -0.889 0.449 0.534
O: -1.565 1.665 0.180
H: -2.090 1.943 0.947
H: 1.877 0.083 0.152
H: 1.883 0.238 -1.440
H: -1.667 -0.309 0.689
H: -1.570 -0.250 -2.045
H: -0.662 1.270 -2.207
H: 0.017 -0.262 -2.788

Here are the Mulliken charges for atoms 1 to 8, given in e: number 1, C, carries -1.5115; number 2, N, carries -0.5948; number 3, O, carries -0.3381; number 4, H, carries 0.2446; number 5, H, carries 0.2359; number 6, H, carries 0.4610; number 7, H, carries 0.3531; number 8, H, carries 0.3145

***

[9]
Computed, not measured: a molecular structure, C4H12N2O3, with ωB97M-V with the def2-TZVPD basis set.

E_tot	-13459.887	eV
orbital gap	9.68	eV
LUMO	0.774	eV
multiplicity	1

Cartesian coordinates (Å):
C: 1.219 0.418 0.074
C: 0.132 1.542 -0.950
C: -0.284 0.764 -2.178
O: 1.861 0.968 1.121
H: 1.309 0.646 1.909
H: 1.375 1.307 -0.779
H: 1.786 -0.250 -0.583
H: 0.456 2.571 -1.160
H: -0.637 1.560 -0.180
H: 0.507 0.730 -2.930
H: -1.155 1.242 -2.628
H: -0.552 -0.257 -1.908
N: 0.003 -1.894 0.475
C: -0.283 -0.605 1.104
N: -1.545 -0.124 0.712
O: -0.688 -2.913 1.234
O: 0.123 -0.340 2.274
H: -0.481 -2.728 2.167
H: 0.995 -2.080 0.608
H: -2.058 -0.757 0.116
H: -2.083 0.201 1.502

Here are the Mulliken charges for atoms 1 to 8, given in e: number 1, C, carries -0.5234; number 2, C, carries -0.2867; number 3, C, carries -1.1516; number 4, O, carries -0.6002; number 5, H, carries 0.4208; number 6, H, carries 0.0500; number 7, H, carries 0.4441; number 8, H, carries 0.4079

***

[10]
Computed, not measured: a gas-phase ion, C4H12N2OP (charge +1), with ωB97M-V with the def2-TZVPD basis set.

total charge	+1
structure (SMILES)	C/[NH+]=C(\O)[C@](C)(N)P
E_tot	-18651.646	eV
orbital gap	10.50	eV
LUMO	-3.687	eV
multiplicity	1

Cartesian coordinates (Å):
C: 0.706 0.188 -0.014
C: -1.393 -0.760 0.984
C: 1.649 2.462 0.426
C: -0.491 -0.678 -0.243
N: 0.558 1.484 0.349
N: 0.234 -2.102 -0.384
O: 1.893 -0.260 -0.267
P: -1.199 -0.416 -1.960
H: -1.654 -1.877 1.031
H: -2.256 -0.162 1.008
H: -0.837 -0.759 1.957
H: 1.140 3.277 0.884
H: 2.468 1.921 0.876
H: 1.962 2.741 -0.608
H: -0.383 1.919 0.283
H: 0.094 -2.631 0.492
H: 1.744 -1.277 -0.432
H: -0.173 -2.691 -1.116
H: -2.376 -1.227 -1.697
H: -1.686 0.847 -1.568

Here are the Mulliken charges for atoms 1 to 8, given in e: number 1, C, carries -0.2596; number 2, C, carries -1.5560; number 3, C, carries -0.8096; number 4, C, carries 1.3513; number 5, N, carries -0.1905; number 6, N, carries -0.7903; number 7, O, carries -0.4700; number 8, P, carries 0.0043

***

[11]
Computed, not measured: a gas-phase ion, C4H12N2OPS (charge +1), with ωB97M-V with the def2-TZVPD basis set.

total charge	+1
E_tot	-29487.979	eV
orbital gap	11.14	eV
LUMO	-2.873	eV
multiplicity	1

Cartesian coordinates (Å):
C: 2.145 1.082 -0.187
C: 1.806 0.809 1.382
C: -1.970 -0.221 -1.410
C: -2.085 0.165 0.931
N: 1.484 0.055 -0.927
N: -1.190 0.047 -0.197
O: 0.940 -0.370 1.358
P: 0.268 -0.693 -0.043
S: 0.175 -2.666 -0.488
H: 1.771 2.105 -0.292
H: 3.218 0.956 -0.318
H: 2.510 0.495 2.132
H: 1.180 1.535 1.864
H: -1.387 -0.245 -2.282
H: -2.435 -1.167 -1.465
H: -2.522 0.584 -1.691
H: -2.805 0.925 0.618
H: -2.718 -0.633 1.081
H: -1.479 0.561 1.727
H: 1.848 -0.146 -1.874
H: 1.246 -3.180 0.080

Here are the Mulliken charges for atoms 1 to 8, given in e: number 1, C, carries -0.4721; number 2, C, carries -0.3187; number 3, C, carries -1.3359; number 4, C, carries -0.9973; number 5, N, carries -0.1572; number 6, N, carries 0.0761; number 7, O, carries -0.3940; number 8, P, carries 0.6867

***

[12]
Computed, not measured: 2 unconnected molecules or ions with the total composition C4H12N2OS, with ωB97M-V with the def2-TZVPD basis set.

E_tot	-20202.214	eV
orbital gap	7.55	eV
LUMO	-1.360	eV
multiplicity	1

Cartesian coordinates (Å):
C: -0.124 0.843 -0.844
N: 0.767 1.942 -1.162
C: 0.323 -0.181 0.292
C: 1.533 -1.109 0.001
S: 3.092 -0.132 -0.379
N: -0.715 -1.111 0.746
C: -1.849 -0.550 1.444
O: -2.874 0.200 0.788
H: -0.216 0.200 -1.733
H: -1.118 1.243 -0.671
H: 1.683 1.602 -1.422
H: 1.009 2.417 -0.296
H: 0.640 0.406 1.165
H: 1.304 -1.792 -0.819
H: 1.774 -1.702 0.884
H: 2.260 -0.098 -2.199
H: -1.098 -1.560 -0.096
H: -2.435 -1.438 1.709
H: -1.478 -0.063 2.349
H: -2.479 0.883 0.241

Here are the Mulliken charges for atoms 1 to 8, given in e: number 1, C, carries -0.8019; number 2, N, carries -0.6223; number 3, C, carries 0.5773; number 4, C, carries -1.1268; number 5, S, carries -0.2024; number 6, N, carries -0.3327; number 7, C, carries -0.5000; number 8, O, carries -0.4769